Computed, not measured: a structure of composition C4H5NOS in a non-equilibrium geometry, with wB97M-V/def2-TZVPD.

Each line ends with the Mulliken charge.
Atoms and positions in Å:
C (-1.347, 1.207, -0.991)  0.53
C (0.329, -1.439, -0.252)  -0.34
C (1.195, -0.250, -0.063)  -0.77
C (0.644, 0.257, 1.070)  -0.09
N (-1.139, 1.670, 0.096)  -0.45
O (-0.924, 0.600, -1.899)  -0.42
S (-0.224, -1.361, 1.461)  -0.18
H (-0.573, -1.174, -0.801)  0.17
H (0.759, -2.297, -0.746)  0.39
H (1.987, 0.184, -0.650)  0.34
H (0.805, 1.080, 1.767)  0.46
H (-1.511, 1.522, 1.009)  0.35

- orbital gap (eV) = 8.8
- LUMO level (eV) = 0.54
- energy (a.u.) = -683.49399
- E_HOMO (eV) = -8.3
- energy above the lowest of the compared OMol25 structures with the same formula, charge and spin (kcal/mol) = 71.5
- max |F| (eV/A) = 3.21

Computed, not measured: a cluster of 2 separate species, C4H12N2S in total in a non-equilibrium geometry, with wB97M-V/def2-TZVPD.

Each line ends with the Mulliken charge.
Atoms and positions in Å:
C (3.184, -1.289, 2.030)  -0.81
C (2.085, -1.495, 1.328)  0.10
N (0.815, -0.896, 1.587)  -0.55
H (4.152, -1.668, 1.733)  0.24
H (3.196, -0.784, 2.986)  0.21
H (2.031, -2.036, 0.390)  0.35
H (0.833, -0.467, 2.507)  0.23
H (0.049, -1.560, 1.566)  0.30
N (-2.844, -0.383, -0.761)  -0.60
C (-2.063, 0.296, -1.809)  -0.51
C (-1.239, 1.482, -1.352)  -0.43
S (0.336, 1.133, -0.554)  -0.38
H (-3.474, 0.324, -0.390)  0.26
H (-2.214, -0.579, 0.014)  0.21
H (-1.464, -0.483, -2.293)  0.30
H (-2.764, 0.670, -2.571)  0.33
H (-1.804, 2.092, -0.633)  0.28
H (-1.023, 2.139, -2.191)  0.28
H (0.535, 0.077, 0.501)  0.18

- orbital gap (eV) = 8.6
- LUMO level (eV) = 0.72
- energy (a.u.) = -667.23226
- E_HOMO (eV) = -7.9
- SMILES = C=CN.NCCS
- energy above the lowest of the compared OMol25 structures with the same formula, charge and spin (kcal/mol) = 39.3
- max |F| (eV/A) = 1.88

Computed, not measured: a cluster of 2 separate species, C16H27BIN2O2 in total in a non-equilibrium geometry, with wB97M-V/def2-TZVPD.

Each line ends with the Mulliken charge.
Atoms and positions in Å:
C (-1.972, -5.937, -2.909)  -1.25
C (-1.509, -4.659, -3.585)  0.81
C (-1.818, -4.554, -5.070)  -1.18
N (-0.869, -3.777, -2.910)  -0.57
B (-1.178, -2.395, -3.064)  0.36
I (-3.302, -1.827, -2.995)  -0.12
C (-0.022, -1.313, -3.246)  -0.76
C (0.305, -0.465, -1.997)  -0.23
O (1.474, -0.179, -1.793)  -0.60
C (-0.753, 0.052, -1.054)  0.59
C (-1.016, 1.413, -1.046)  0.13
C (-1.990, 1.924, -0.220)  -0.87
C (-2.729, 1.099, 0.610)  -0.51
C (-2.466, -0.256, 0.633)  -0.77
C (-1.485, -0.748, -0.204)  -0.06
H (-2.026, -5.768, -1.833)  0.35
H (-1.257, -6.742, -3.129)  0.30
H (-2.930, -6.243, -3.342)  0.38
H (-1.032, -4.020, -5.607)  0.33
H (-2.795, -4.081, -5.222)  0.29
H (-1.911, -5.578, -5.450)  0.40
H (-0.325, -0.598, -4.025)  0.32
H (0.891, -1.848, -3.522)  0.33
H (-0.487, 2.121, -1.681)  0.49
H (-2.206, 2.990, -0.193)  0.42
H (-3.519, 1.488, 1.248)  0.45
H (-3.008, -0.968, 1.247)  0.47
H (-1.271, -1.818, -0.221)  0.52
C (2.161, 3.151, 1.473)  -0.86
N (1.750, 2.127, 2.495)  0.11
C (1.842, 0.772, 1.852)  -0.90
C (0.334, 2.374, 2.900)  -0.75
C (2.678, 2.132, 3.695)  -0.49
C (2.703, 3.406, 4.513)  -0.61
O (3.131, 4.503, 3.719)  -0.50
H (1.642, 2.920, 0.543)  0.31
H (1.861, 4.135, 1.808)  0.42
H (3.235, 3.090, 1.328)  0.37
H (1.173, 0.747, 0.992)  0.34
H (1.544, 0.022, 2.581)  0.37
H (2.870, 0.609, 1.535)  0.40
H (0.243, 3.378, 3.304)  0.40
H (0.050, 1.636, 3.647)  0.37
H (-0.294, 2.278, 2.015)  0.13
H (3.673, 1.922, 3.302)  0.41
H (2.365, 1.303, 4.329)  0.36
H (3.410, 3.267, 5.336)  0.41
H (1.721, 3.622, 4.945)  0.37
H (3.115, 5.293, 4.269)  0.32

- orbital gap (eV) = 8.8
- LUMO level (eV) = -2.26
- energy (a.u.) = -1208.20282
- E_HOMO (eV) = -11.1
- total charge = +1
- max |F| (eV/A) = 2.72

Computed, not measured: a structure of composition C26H46AlBClF8LiN3O8S in a non-equilibrium geometry, with wB97M-V/def2-TZVPD.

Each line ends with the Mulliken charge.
Atoms and positions in Å:
C (-0.221, 0.832, 2.131)  -1.84
C (0.474, -0.394, 1.495)  0.65
C (0.138, -0.396, -0.034)  -0.74
N (-0.369, -1.748, -0.399)  -0.19
Cl (-0.153, -2.077, -2.074)  0.01
S (-2.016, -2.006, -0.018)  1.10
O (-2.163, -3.405, 0.010)  -0.60
O (-2.951, -1.365, -0.875)  -0.56
F (-2.252, -1.492, 1.448)  -0.21
O (1.862, -0.215, 1.739)  -0.61
C (2.580, -1.420, 1.809)  -0.52
C (2.484, -2.175, 3.138)  1.17
C (1.418, -2.067, 3.992)  -0.12
C (1.301, -2.785, 5.152)  -0.78
C (2.285, -3.675, 5.508)  -0.82
C (3.386, -3.778, 4.713)  -0.57
C (3.533, -3.052, 3.531)  -0.06
H (0.151, 1.765, 1.664)  0.27
H (0.152, 0.880, 3.158)  0.48
H (-1.302, 0.759, 2.079)  0.25
H (0.058, -1.324, 1.883)  0.81
H (-0.624, 0.372, -0.238)  0.32
H (1.021, -0.213, -0.641)  0.39
H (3.634, -1.125, 1.670)  0.26
H (2.358, -2.063, 0.945)  0.40
H (0.600, -1.398, 3.759)  0.31
H (0.413, -2.678, 5.764)  0.46
H (2.172, -4.275, 6.402)  0.52
H (4.176, -4.477, 5.009)  0.62
H (4.455, -3.190, 2.904)  0.05
B (6.869, -5.874, 5.849)  0.56
F (7.134, -5.218, 4.619)  -0.40
F (7.215, -7.210, 5.774)  -0.32
F (7.604, -5.227, 6.876)  -0.34
F (5.480, -5.739, 6.139)  -0.38
C (-2.650, -0.056, -3.709)  -0.27
O (-2.060, -0.849, -4.724)  -0.31
C (-2.887, -1.936, -5.137)  -0.84
C (-3.279, -1.766, -6.590)  -0.29
N (-4.202, -0.648, -6.743)  -0.31
C (-4.462, -0.278, -8.133)  -0.69
C (-3.302, 0.315, -8.928)  -0.49
O (-2.879, 1.586, -8.462)  -0.42
C (-1.883, 1.557, -7.458)  -0.50
H (-1.929, 0.706, -3.415)  -0.24
H (-3.555, 0.446, -4.069)  0.38
H (-2.878, -0.666, -2.834)  0.38
H (-3.769, -2.042, -4.500)  0.40
H (-2.293, -2.850, -5.037)  0.40
H (-3.758, -2.682, -6.945)  0.41
H (-2.358, -1.610, -7.168)  0.21
H (-3.821, 0.158, -6.264)  0.07
H (-5.265, 0.462, -8.117)  0.37
H (-4.850, -1.151, -8.666)  0.40
H (-3.660, 0.479, -9.948)  0.35
H (-2.453, -0.373, -9.012)  0.34
H (-1.212, 0.701, -7.566)  0.28
H (-2.332, 1.553, -6.459)  0.14
H (-1.294, 2.471, -7.548)  0.30
C (-4.607, 3.554, 4.693)  -1.13
C (-5.044, 3.611, 3.234)  -0.48
C (-4.186, 2.729, 2.318)  -0.33
C (-2.782, 3.162, 2.354)  0.38
N (-1.681, 3.513, 2.394)  -0.53
H (-3.590, 3.930, 4.822)  0.34
H (-5.260, 4.170, 5.309)  0.34
H (-4.646, 2.532, 5.075)  0.30
H (-5.005, 4.646, 2.888)  0.30
H (-6.083, 3.288, 3.158)  0.32
H (-4.543, 2.790, 1.289)  0.35
H (-4.239, 1.685, 2.633)  0.27
Al (5.419, -1.771, 2.452)  0.37
C (4.706, -0.879, 6.786)  -0.73
C (6.025, -1.684, 7.128)  -0.10
O (5.942, -2.780, 6.451)  -0.08
H (3.815, -1.423, 7.091)  0.28
H (4.710, 0.073, 7.318)  0.41
H (4.632, -0.673, 5.723)  0.17
H (6.050, -1.742, 8.235)  0.30
H (6.868, -1.007, 6.896)  0.31
C (-0.634, 3.166, -2.915)  -0.70
C (-0.056, 4.525, -2.542)  -0.68
O (0.947, 4.501, -1.526)  -0.44
C (2.344, 4.160, -1.905)  0.13
O (2.795, 4.818, -2.902)  -0.67
C (2.492, 2.627, -2.068)  0.60
F (1.667, 2.071, -1.101)  -0.08
F (3.728, 2.213, -1.814)  -0.25
F (2.147, 2.106, -3.234)  -0.23
H (-0.786, 2.531, -2.029)  0.01
H (-1.594, 3.293, -3.415)  0.56
H (0.011, 2.626, -3.602)  0.35
H (-0.867, 5.118, -2.112)  0.34
H (0.282, 5.070, -3.424)  0.35
H (2.860, 4.326, -0.925)  0.17
Li (0.292, 3.053, -0.182)  0.85

- orbital gap (eV) = 0.9
- LUMO level (eV) = -9.15
- energy (a.u.) = -3716.10142
- E_HOMO (eV) = -10.1
- total charge = +1
- max |F| (eV/A) = 3.79

Computed, not measured: a structure of composition C4H7HgO in a non-equilibrium geometry, with wB97M-V/def2-TZVPD.

Each line ends with the Mulliken charge.
Atoms and positions in Å:
C (-1.956, -0.871, -0.307)  -0.51
C (-1.016, 0.058, 0.465)  0.05
C (0.257, 0.359, -0.147)  0.07
O (1.165, 0.979, 0.460)  -0.59
Hg (3.001, 0.893, 0.347)  0.75
H (-1.586, -1.287, -1.245)  0.25
H (-1.031, 0.013, 1.554)  0.39
H (-2.516, -1.564, 0.319)  0.27
H (0.268, 0.378, -1.254)  0.37
C (-2.271, 0.567, -0.249)  -0.51
H (-2.119, 1.173, -1.143)  0.26
H (-3.059, 0.912, 0.419)  0.26
H (2.746, -0.452, -0.749)  -0.07

- orbital gap (eV) = 7.9
- LUMO level (eV) = -6.17
- energy (a.u.) = -384.82569
- E_HOMO (eV) = -14.0
- total charge = +1
- energy above the lowest of the compared OMol25 structures with the same formula, charge and spin (kcal/mol) = 0.0
- max |F| (eV/A) = 9.37

Computed, not measured: a structure of composition C37H63BrCl10INO8S in a non-equilibrium geometry, with wB97M-V/def2-TZVPD.

Each line ends with the Mulliken charge.
Atoms and positions in Å:
C (6.227, -5.692, -0.268)  -1.04
C (5.840, -4.372, -1.203)  0.48
O (6.461, -3.201, -0.551)  -0.47
C (5.502, -2.087, -0.565)  -0.35
C (4.611, -2.217, 0.838)  0.10
O (4.310, -0.835, 1.248)  -0.31
C (3.553, -0.866, 2.512)  -0.60
C (1.983, -1.257, 2.088)  -0.53
O (1.728, -0.588, 0.780)  0.47
C (0.429, 0.016, 0.901)  -2.63
N (-0.303, 0.494, -0.377)  2.14
C (-1.704, 0.658, 0.164)  0.04
C (-2.829, -0.476, 0.099)  -0.39
C (-3.384, -1.014, 1.587)  0.20
C (-3.879, 0.046, 2.785)  -0.45
C (-4.467, -0.566, 4.223)  -0.53
C (-4.550, -2.187, 4.555)  -0.29
C (-4.072, -3.220, 3.383)  -0.43
C (-3.537, -2.610, 1.958)  -0.13
C (-0.116, -0.449, -1.550)  -0.43
Br (-1.578, -0.352, -2.988)  0.15
C (0.127, -2.014, -1.401)  -0.48
I (-0.499, -2.951, -3.354)  -0.04
C (-0.405, -2.977, -0.257)  0.79
C (-1.124, -4.415, -0.722)  -1.60
C (1.180, 0.006, -2.535)  -0.27
O (2.230, 0.711, -1.822)  0.00
C (1.756, 1.947, -1.210)  0.38
C (2.817, 2.254, -0.010)  -0.87
S (2.093, 3.264, -2.558)  -0.13
C (0.133, 1.941, -0.763)  -0.41
O (-0.492, 2.474, -1.953)  0.55
C (-1.480, 3.449, -2.002)  -0.44
C (-2.539, 3.099, -3.252)  0.41
C (-3.771, 4.222, -3.358)  -1.06
O (-1.880, 2.951, -4.554)  -0.60
C (0.057, 3.089, 0.361)  -0.38
O (0.560, 4.343, 0.128)  -0.65
O (-0.562, 3.138, 1.705)  -0.74
H (5.264, -6.308, 0.000)  0.25
H (6.786, -5.334, 0.696)  0.28
H (6.953, -6.369, -0.896)  0.29
H (4.666, -4.326, -1.256)  0.00
H (6.314, -4.446, -2.292)  -0.06
H (5.999, -1.024, -0.531)  0.30
H (4.713, -2.136, -1.450)  0.09
H (5.267, -2.741, 1.665)  0.32
H (3.675, -2.867, 0.563)  0.01
H (3.922, -1.715, 3.229)  0.35
H (3.563, 0.164, 3.089)  0.32
H (1.273, -0.859, 2.954)  0.35
H (1.831, -2.418, 1.966)  0.32
H (-0.270, -0.807, 1.422)  0.80
H (0.509, 0.822, 1.737)  0.75
H (-2.249, 1.663, -0.185)  -0.15
H (-1.641, 0.862, 1.348)  0.34
H (-2.646, -1.439, -0.523)  0.31
H (-3.822, -0.008, -0.379)  0.38
H (-3.819, 1.220, 2.614)  0.31
H (-4.857, 0.165, 5.084)  0.33
H (-4.950, -2.636, 5.565)  0.36
H (-4.100, -4.379, 3.537)  0.34
H (-3.224, -3.375, 1.097)  0.10
H (1.311, -2.211, -1.442)  0.48
H (-1.142, -2.572, 0.554)  -0.44
H (0.527, -3.364, 0.388)  -0.16
H (-2.175, -4.273, -1.211)  0.40
H (-0.399, -5.146, -1.269)  0.43
H (-1.353, -4.946, 0.327)  0.38
H (1.669, -0.884, -3.101)  0.31
H (0.816, 0.755, -3.393)  0.05
H (3.853, 1.752, -0.327)  0.30
H (2.489, 1.898, 1.056)  -0.02
H (3.045, 3.417, 0.071)  0.38
H (3.509, 3.173, -2.756)  0.18
H (-1.030, 4.515, -2.292)  0.15
H (-2.203, 3.642, -1.093)  0.24
H (-3.106, 2.116, -2.878)  -0.04
H (-3.420, 5.256, -3.770)  0.27
H (-4.724, 3.782, -3.925)  0.31
H (-4.131, 4.371, -2.230)  0.28
H (-1.036, 2.407, -4.505)  0.35
Cl (-7.286, -0.449, 5.352)  -0.13
C (-8.730, -1.075, 4.520)  -0.49
C (-8.377, -2.081, 3.436)  -0.47
Cl (-7.548, -1.320, 2.056)  -0.15
H (-9.285, -0.223, 4.114)  0.33
H (-9.352, -1.554, 5.282)  0.31
H (-9.289, -2.540, 3.043)  0.37
H (-7.734, -2.879, 3.820)  0.26
Cl (1.891, 8.594, -6.318)  -0.20
C (1.077, 7.087, -5.828)  -0.42
C (1.800, 6.389, -4.687)  0.15
Cl (3.373, 5.724, -5.194)  -0.20
H (0.997, 6.442, -6.709)  0.33
H (0.065, 7.360, -5.514)  0.29
H (1.202, 5.546, -4.328)  -0.28
H (1.973, 7.066, -3.845)  0.32
Cl (-0.541, 9.276, 2.276)  -0.21
C (-1.154, 7.619, 2.048)  -0.40
C (-1.100, 7.183, 0.593)  0.12
Cl (-2.266, 8.071, -0.419)  -0.23
H (-2.174, 7.577, 2.445)  0.34
H (-0.525, 6.962, 2.657)  0.29
H (-1.357, 6.122, 0.513)  -0.20
H (-0.103, 7.324, 0.166)  0.29
Cl (-3.232, -3.308, 6.132)  -0.09
C (-2.270, -4.479, 7.069)  -0.59
C (-1.099, -5.030, 6.270)  -0.37
Cl (-1.632, -6.085, 4.937)  -0.19
H (-2.939, -5.277, 7.406)  0.30
H (-1.900, -3.950, 7.952)  0.30
H (-0.460, -5.638, 6.918)  0.33
H (-0.488, -4.228, 5.844)  0.27
Cl (7.914, -3.415, -4.314)  -0.17
C (6.674, -3.135, -5.561)  -0.47
C (5.387, -2.576, -4.975)  -0.47
Cl (4.530, -3.773, -3.971)  -0.17
H (6.501, -4.079, -6.086)  0.30
H (7.097, -2.422, -6.274)  0.35
H (4.703, -2.294, -5.782)  0.39
H (5.574, -1.690, -4.362)  0.28

- orbital gap (eV) = 6.9
- LUMO level (eV) = -1.15
- energy (a.u.) = -9975.17447
- E_HOMO (eV) = -8.0
- max |F| (eV/A) = 10.58

Question: Which value of energy does entry 2 give?
Answer: -667.23226 a.u.

Please write out number 5 again, unchanged.
Computed, not measured: a structure of composition C4H7HgO in a non-equilibrium geometry, with wB97M-V/def2-TZVPD.

Each line ends with the Mulliken charge.
Atoms and positions in Å:
C (-1.956, -0.871, -0.307)  -0.51
C (-1.016, 0.058, 0.465)  0.05
C (0.257, 0.359, -0.147)  0.07
O (1.165, 0.979, 0.460)  -0.59
Hg (3.001, 0.893, 0.347)  0.75
H (-1.586, -1.287, -1.245)  0.25
H (-1.031, 0.013, 1.554)  0.39
H (-2.516, -1.564, 0.319)  0.27
H (0.268, 0.378, -1.254)  0.37
C (-2.271, 0.567, -0.249)  -0.51
H (-2.119, 1.173, -1.143)  0.26
H (-3.059, 0.912, 0.419)  0.26
H (2.746, -0.452, -0.749)  -0.07

- orbital gap (eV) = 7.9
- LUMO level (eV) = -6.17
- energy (a.u.) = -384.82569
- E_HOMO (eV) = -14.0
- total charge = +1
- energy above the lowest of the compared OMol25 structures with the same formula, charge and spin (kcal/mol) = 0.0
- max |F| (eV/A) = 9.37